No. 1
{"formula": "C59H66F3HgN10O2", "method": "ωB97M-V with the def2-TZVPD basis set", "total_energy_ha": -3438.9898, "max_force_ha_per_bohr": 0.033, "multiplicity": 2, "charge": -2, "symbols": ["Hg", "C", "C", "C", "C", "C", "C", "N", "C", "C", "C", "C", "C", "N", "C", "C", "C", "C", "C", "C", "N", "H", "H", "H", "H", "H", "H", "H", "H", "H", "H", "H", "H", "H", "H", "H", "C", "C", "C", "C", "C", "C", "C", "C", "C", "C", "C", "C", "N", "C", "C", "N", "C", "C", "C", "C", "C", "C", "C", "C", "C", "C", "C", "C", "C", "C", "C", "C", "C", "C", "C", "C", "C", "C", "H", "H", "H", "H", "H", "H", "H", "H", "H", "H", "H", "H", "H", "H", "H", "H", "H", "H", "H", "H", "H", "H", "H", "H", "H", "H", "H", "H", "H", "H", "H", "H", "H", "H", "H", "H", "H", "H", "H", "H", "C", "N", "C", "C", "N", "N", "C", "N", "N", "H", "H", "H", "H", "H", "H", "H", "H", "H", "H", "H", "F", "C", "F", "F", "C", "O", "O"], "coordinates": [[-0.46, 0.71, 0.53], [-5.30, -1.23, -0.94], [-4.93, 0.22, -1.07], [-5.42, 1.01, -2.11], [-5.06, 2.35, -2.17], [-4.26, 2.86, -1.17], [-3.81, 2.01, -0.16], [-4.14, 0.73, -0.12], [-3.16, 2.59, 1.05], [-4.08, 3.23, 1.86], [-3.69, 3.65, 3.13], [-2.38, 3.53, 3.47], [-1.42, 3.04, 2.55], [-1.83, 2.48, 1.34], [-0.05, 3.11, 2.97], [0.30, 4.02, 4.01], [1.58, 4.09, 4.47], [2.55, 3.25, 3.92], [2.17, 2.39, 2.89], [3.20, 1.50, 2.28], [0.91, 2.32, 2.42], [-5.43, -1.48, 0.11], [-6.22, -1.46, -1.49], [-4.50, -1.86, -1.33], [-6.09, 0.58, -2.85], [-5.42, 2.98, -2.97], [-3.97, 3.91, -1.17], [-5.11, 3.29, 1.53], [-4.43, 3.99, 3.85], [-2.07, 3.74, 4.49], [-0.45, 4.68, 4.42], [1.86, 4.79, 5.25], [3.58, 3.27, 4.25], [4.20, 1.94, 2.39], [3.21, 0.52, 2.76], [2.99, 1.33, 1.23], [-2.54, -3.33, 0.71], [-1.02, -3.53, 0.64], [-0.64, -4.93, 0.15], [-0.43, -3.20, 2.00], [-0.70, -4.03, 3.07], [-0.27, -3.71, 4.35], [0.41, -2.52, 4.55], [0.70, -1.67, 3.49], [1.52, -0.42, 3.74], [2.99, -0.81, 3.99], [0.99, 0.44, 4.89], [0.29, -2.01, 2.19], [0.58, -1.17, 1.10], [1.78, -1.26, 0.48], [2.21, -0.39, -0.52], [1.47, 0.70, -0.95], [1.75, 1.30, -2.15], [1.83, 2.75, -2.17], [2.27, 3.44, -3.29], [2.71, 2.77, -4.42], [2.62, 1.40, -4.44], [2.06, 0.63, -3.40], [1.91, -0.85, -3.84], [1.08, -0.92, -5.15], [1.29, -1.91, -2.92], [1.66, 3.56, -0.90], [3.03, 4.11, -0.48], [0.65, 4.71, -0.97], [3.59, -0.73, -0.86], [4.58, -0.19, -1.66], [5.82, -0.88, -1.77], [6.10, -2.06, -1.13], [5.11, -2.60, -0.25], [5.23, -3.79, 0.53], [4.20, -4.15, 1.36], [3.00, -3.39, 1.48], [2.85, -2.26, 0.71], [3.92, -1.91, -0.14], [-3.03, -3.58, -0.24], [-2.77, -2.30, 0.99], [-2.96, -3.98, 1.48], [-0.59, -2.81, -0.07], [-1.05, -5.70, 0.80], [0.44, -5.05, 0.11], [-1.04, -5.10, -0.86], [-1.26, -4.95, 2.91], [-0.49, -4.36, 5.19], [0.73, -2.25, 5.55], [1.47, 0.18, 2.84], [3.06, -1.47, 4.86], [3.60, 0.08, 4.18], [3.40, -1.34, 3.13], [1.15, -0.04, 5.86], [-0.08, 0.63, 4.76], [1.51, 1.40, 4.90], [2.35, 4.52, -3.24], [3.14, 3.31, -5.26], [2.98, 0.87, -5.32], [2.92, -1.19, -4.10], [0.02, -0.87, -4.89], [1.25, -1.88, -5.64], [1.31, -0.13, -5.86], [2.02, -2.36, -2.25], [0.90, -2.73, -3.54], [0.48, -1.49, -2.34], [1.32, 2.89, -0.12], [3.33, 4.93, -1.13], [3.79, 3.33, -0.55], [3.00, 4.47, 0.55], [0.67, 5.24, -1.93], [0.88, 5.44, -0.18], [-0.37, 4.37, -0.77], [4.44, 0.73, -2.20], [6.58, -0.45, -2.42], [7.05, -2.55, -1.26], [6.12, -4.40, 0.47], [4.30, -5.04, 1.96], [2.24, -3.72, 2.18], [-3.65, -1.90, -4.45], [-2.85, -1.99, -3.25], [-2.34, -3.32, -2.96], [-2.19, -0.87, -2.71], [-1.68, -0.82, -1.56], [-2.17, 0.18, -3.62], [-1.58, 1.43, -3.48], [-1.30, 1.99, -4.73], [-1.42, 2.00, -2.36], [-4.39, -2.71, -4.43], [-3.06, -2.01, -5.37], [-4.19, -0.95, -4.47], [-1.94, -3.78, -3.87], [-3.14, -3.96, -2.57], [-1.55, -3.26, -2.22], [-1.86, -1.63, -0.98], [-2.34, -0.07, -4.58], [-0.95, 1.31, -5.40], [-0.63, 2.74, -4.66], [-0.94, 2.89, -2.48], [-4.50, -1.34, 4.59], [-4.28, -0.67, 3.43], [-5.22, 0.31, 3.38], [-4.59, -1.54, 2.44], [-2.80, -0.10, 3.37], [-2.52, 0.55, 4.38], [-2.18, -0.42, 2.34]]}

No. 2
{"formula": "C2HBrF2O", "method": "ωB97M-V with the def2-TZVPD basis set", "total_energy_ha": -2925.6795, "max_force_ha_per_bohr": 0.080, "symbols": ["C", "C", "O", "F", "F", "Br", "H"], "coordinates": [[-0.20, 0.14, -0.35], [3.58, 1.43, 1.11], [-0.77, -0.74, -0.86], [0.73, 0.08, 0.63], [3.64, 2.55, 0.47], [4.02, 0.04, 0.00], [-0.35, 1.32, -0.52]]}

No. 3
{"formula": "C4H5NO", "method": "ωB97M-V with the def2-TZVPD basis set", "total_energy_ha": -285.2009, "max_force_ha_per_bohr": 0.008, "symbols": ["C", "C", "C", "O", "N", "C", "H", "H", "H", "H", "H"], "coordinates": [[-1.50, -0.07, 0.31], [-0.10, 0.16, 0.31], [0.50, -0.90, -0.40], [1.68, -0.42, -0.95], [1.90, 0.84, -0.44], [0.92, 1.16, 0.37], [-2.14, 0.20, 1.15], [-1.99, 0.02, -0.65], [-0.86, -1.24, -0.61], [0.65, -1.87, 0.07], [0.93, 2.13, 0.84]]}

No. 4
{"formula": "C6H11P", "method": "ωB97M-V with the def2-TZVPD basis set", "total_energy_ha": -576.4505, "max_force_ha_per_bohr": 0.078, "symbols": ["C", "C", "C", "C", "C", "P", "C", "H", "H", "H", "H", "H", "H", "H", "H", "H", "H", "H"], "coordinates": [[-3.56, -0.65, -0.05], [-2.32, -0.38, 0.44], [-1.16, 0.39, -0.18], [0.18, -0.38, -0.12], [1.29, 0.47, 0.49], [2.79, -0.55, 0.47], [3.74, 0.39, -0.49], [-4.13, -1.42, 0.36], [-4.03, -0.28, -0.98], [-1.74, -0.87, 1.30], [-1.36, 0.72, -1.16], [-1.11, 1.22, 0.56], [-0.02, -1.34, 0.53], [0.48, -0.90, -0.99], [1.29, 1.34, -0.12], [1.25, 0.77, 1.49], [3.57, 1.41, -0.93], [4.83, 0.08, -0.60]]}

No. 5
{"formula": "C2H3Br4P", "method": "ωB97M-V with the def2-TZVPD basis set", "total_energy_ha": -10715.4588, "max_force_ha_per_bohr": 0.051, "symbols": ["C", "C", "P", "Br", "Br", "Br", "Br", "H", "H", "H"], "coordinates": [[-1.24, -0.30, 0.27], [0.11, 0.50, -0.27], [1.50, -0.27, 0.74], [-2.81, 0.57, -0.47], [0.05, 2.37, 0.23], [3.26, 0.60, -0.25], [1.45, -2.30, -0.17], [-1.23, -1.33, -0.09], [-1.29, -0.24, 1.36], [0.20, 0.40, -1.35]]}

No. 6
{"formula": "C6H11N3", "method": "ωB97M-V with the def2-TZVPD basis set", "total_energy_ha": -398.8386, "max_force_ha_per_bohr": 0.085, "charge": 2, "symbols": ["N", "C", "C", "C", "N", "C", "C", "N", "C", "H", "H", "H", "H", "H", "H", "H", "H", "H", "H", "H"], "coordinates": [[-2.01, 1.03, 1.62], [-1.31, 0.54, 0.38], [-0.07, 1.32, -0.19], [0.89, 0.26, -0.57], [2.04, 0.21, -1.25], [2.39, -1.15, -1.29], [1.35, -1.87, -0.78], [0.43, -0.95, -0.34], [-0.87, -0.98, 0.42], [-2.18, 0.24, 2.18], [-2.86, 1.55, 1.36], [-1.34, 1.75, 2.06], [-1.92, 0.66, -0.44], [0.26, 1.95, 0.70], [-0.42, 2.00, -1.11], [2.75, 0.85, -1.54], [3.39, -1.37, -1.73], [1.34, -2.98, -0.73], [-0.44, -1.26, 1.38], [-1.44, -1.82, -0.15]]}